Below is a molecular structure, C25H33NO4PS3Ti, with properties calculated with ωB97M-V with the def2-TZVPD basis set.

Summary:
spin multiplicity	2
LUMO level (alpha / beta)	-0.2129 / -0.2025	Eh
HOMO (alpha / beta)	-13.756 / -13.716	eV
largest force on an atom	2.5	eV/Å
relative energy (zero: lowest compared OMol25 entry of this formula, charge and spin)	0.104	eV
gap between HOMO and LUMO (alpha / beta)	7.96 / 8.21	eV
total charge	+2

Geometry (Å):
Ti 0.045449 0.183775 0.635666
S -2.060851 1.563624 0.088146
S -1.823567 -1.249104 1.919759
S -0.305008 1.641956 2.763796
P 0.167145 0.285679 -1.954388
O 3.737761 -0.306807 -0.473526
O 0.873003 -1.654648 0.367524
O 1.182878 -0.758789 2.368394
O 1.881835 0.742443 0.214240
N 3.783056 -1.397525 2.055709
C 1.879913 -0.463046 -1.910912
C -1.613705 -0.806470 3.647302
C -3.416328 -0.450447 1.463401
C -1.422757 0.730228 3.940911
C 4.603085 -2.087133 3.057462
C -2.592308 2.604138 1.534200
C 0.329968 4.496165 -3.606708
C -3.347515 0.244255 0.127036
C -0.000456 3.462070 -4.456095
C 0.592104 4.271099 -2.270161
C -2.277099 0.018453 -3.112252
C -0.861979 -1.909932 -3.513030
C 2.744231 -3.512832 2.540194
C -1.408253 3.013347 2.409754
C -3.161425 -1.848949 -4.278370
C -3.362996 -0.581725 -3.733557
C -1.054721 -0.605551 -2.997182
C 0.075509 2.135584 -4.033764
C 4.221197 -3.568114 2.993509
C 1.486433 -1.582351 1.462536
C 0.375092 1.877519 -2.695030
C 0.649964 2.961040 -1.812087
C -1.941651 -2.512385 -4.160093
C 2.740851 -2.383467 1.571128
C 2.606943 0.017154 -0.657185
H 1.833867 -1.564655 -1.919981
H -4.294236 0.721256 -0.166256
H 4.284178 -1.618742 4.012928
H -2.409224 1.260888 3.877146
H 4.815903 -4.139499 2.236517
H -1.795295 3.447089 3.353121
H -0.807862 3.792489 1.894891
H 5.649732 -1.796513 2.910781
H 3.004155 -2.638106 0.550340
H -4.006739 -2.334350 -4.721442
H 0.331922 5.505808 -3.973112
H -4.355478 -0.157067 -3.837097
H 2.065063 -3.303150 3.362602
H 4.260951 -1.029968 1.219798
H -2.345328 1.061503 -2.783238
H -4.165455 -1.251271 1.469321
H -3.053782 -0.496926 -0.602393
H -0.136700 1.325312 -4.703443
H 3.322796 -0.539667 2.442927
H -3.095317 3.491060 1.086176
H -1.763544 -3.522951 -4.455380
H -0.798461 -1.411596 3.964177
H 2.432982 -0.121409 -2.809505
H 2.479181 -4.428822 2.037268
H -0.172407 3.670377 -5.485919
H 0.818542 5.126219 -1.680307
H 4.314557 -4.012003 3.955415
H -2.506660 -1.166317 4.186707
H -3.665259 0.274440 2.236260
H 0.801558 2.809503 -0.747881
H 0.108949 -2.436243 -3.410824
H -1.072864 0.825994 4.984257
H -3.405522 2.088062 2.019814

Cartesian forces, eV/Å:
Ti -0.311 0.695 0.503
S -0.583 0.076 0.185
S -0.262 0.268 -0.722
S -0.171 -0.196 1.130
P 0.254 -1.278 0.334
O 1.711 -0.412 0.600
O -1.083 -0.450 0.029
O -0.291 -0.562 -0.710
O 0.813 -0.401 -0.753
N -0.672 0.947 -0.752
C -0.493 0.210 -1.208
C -1.060 1.469 0.047
C -0.081 -0.208 0.647
C -0.671 -0.740 -0.147
C 0.702 0.544 1.509
C -0.196 0.738 -1.288
C -0.505 0.128 -0.061
C 0.218 0.224 0.150
C 0.887 -0.694 -0.052
C 0.476 -0.854 -0.565
C -0.707 1.319 -0.118
C -0.034 0.747 0.315
C 0.729 -0.394 0.338
C -0.475 0.613 -0.338
C 0.038 -0.118 0.482
C 0.531 -0.873 -0.414
C 1.395 -1.137 0.121
C -0.090 0.623 0.672
C 0.012 0.358 -1.224
C 0.289 -0.098 0.632
C -0.068 1.567 0.655
C -0.742 0.039 -0.365
C 0.644 0.489 0.698
C 0.051 1.135 -0.542
C -2.313 0.983 -0.196
H 0.116 0.488 0.052
H 0.225 -0.341 0.128
H 0.336 -0.657 -0.307
H 0.888 -0.578 0.064
H -0.338 0.547 0.723
H 0.410 -0.184 -0.434
H -0.279 -0.473 0.350
H -0.190 -0.465 0.001
H 0.260 -0.362 0.028
H -0.182 -0.316 -0.338
H -0.045 0.262 -0.160
H 0.292 0.369 0.145
H -0.012 -0.117 0.169
H 0.198 -0.087 -0.035
H -0.191 -0.339 0.082
H 0.025 0.333 -0.109
H 0.049 0.120 -0.619
H -0.121 -0.205 -0.276
H 0.187 -0.920 -0.203
H 0.576 -0.400 0.297
H -0.394 -0.452 -0.593
H 0.817 -0.236 0.342
H -0.136 -0.298 0.509
H -0.349 -0.298 0.037
H -0.305 0.109 -0.603
H 0.125 0.301 0.767
H 0.255 -0.519 0.649
H 0.338 0.214 -0.121
H -0.081 -0.349 0.195
H 0.205 -0.247 -0.131
H -0.815 0.400 -0.079
H 0.082 0.171 -0.599
H 0.109 -0.228 0.479